ORCA calculation (ωB97M-V/def2-TZVPD) on an isolated molecule of C5H5Cl2F at a distorted geometry.

The gap between HOMO and LUMO comes out at 10.523 eV. As for the total charge: 0. The total energy comes out at -33026.940 eV. The LUMO energy is 0.73 eV. Its energy above the lowest of the compared OMol25 structures with the same formula, charge and spin is 27.5 kcal/mol.

Last column: Mulliken charge in e.
CARTESIAN COORDINATES (ANGSTROEM)
C: -0.48942 1.75402 0.18903  -0.759
C: -1.16360 0.62137 0.27740  -0.404
C: -0.76742 -0.65410 -0.43030  0.194
Cl: -1.55379 -2.05288 0.45788  -0.202
C: 0.70774 -0.84096 -0.67762  -0.641
C: 1.58417 -0.75875 0.32751  0.580
F: 1.18898 -0.44191 1.55824  -0.184
Cl: 3.27731 -0.95679 0.13908  -0.154
H: 0.32226 1.91957 -0.48792  0.307
H: -0.76494 2.56566 0.85223  0.257
H: -2.07193 0.55755 0.85262  0.313
H: -1.31942 -0.63297 -1.38743  0.387
H: 1.05007 -1.07980 -1.67071  0.306

Force components x, y, z for each atom (eV/Å):
-0.576 0.221 0.562
0.471 -0.214 -0.097
-0.817 0.336 -0.740
0.450 0.195 -0.198
-0.165 -0.151 0.918
-0.673 0.283 -0.742
0.505 -0.329 -0.190
-0.168 0.027 0.259
0.595 -0.146 -0.042
-0.159 0.205 -0.377
-0.014 -0.036 0.349
0.467 -0.313 0.281
0.085 -0.078 0.016


ORCA calculation (ωB97M-V/def2-TZVPD) on a structure of composition C30H43N5RuSi4.

The gap between HOMO and LUMO (spin up / spin down) comes out at 6.842 / 6.750 eV. As for the total charge: +1. The total energy comes out at -73349.591 eV. The LUMO energy (spin up / spin down) is -3.45 / -3.37 eV. The spin multiplicity is 2. Its energy above the lowest of the compared OMol25 structures with the same formula, charge and spin is 0.0 kcal/mol.

Last column: Mulliken charge in e.
CARTESIAN COORDINATES (ANGSTROEM)
Ru: -1.14940 -0.24028 0.12735  -1.313
N: -1.93229 -2.38625 3.78444  -0.116
C: -1.49558 -1.33714 4.55762  -0.993
C: -1.08192 -0.37912 3.68775  -0.344
N: -1.26544 -0.81137 2.39125  0.493
C: -1.76860 -2.02542 2.49691  -0.026
C: -2.05756 -2.76947 1.28491  -0.215
N: -1.82498 -2.20153 0.10926  0.368
C: -2.21501 -3.12345 -0.84598  -0.563
C: -2.65400 -4.24628 -0.22586  -1.000
N: -2.54312 -4.00843 1.12700  -0.024
H: -2.31399 -3.24688 4.13786  0.173
H: -1.49739 -1.38330 5.63167  0.441
H: -0.62880 0.57073 3.91015  0.429
H: -2.17363 -2.90128 -1.89337  0.625
H: -3.04095 -5.17150 -0.61250  0.429
H: -2.80340 -4.65524 1.85214  0.171
C: -1.06420 -1.04848 -4.13772  -0.824
C: -1.76155 0.03437 -4.66170  -1.344
C: -2.15570 1.04829 -3.80964  -0.243
C: -1.88761 0.95500 -2.44142  0.181
C: -1.24173 -0.15435 -1.87401  0.681
C: -0.80336 -1.12633 -2.77974  1.237
C: -2.29181 1.97508 -1.48069  1.107
C: -2.94649 3.16441 -1.88615  -1.462
C: -3.34109 4.06726 -0.95763  -0.996
C: -3.12083 3.80270 0.41197  1.407
C: -3.53748 4.70457 1.41694  -0.977
C: -3.32145 4.42517 2.73529  -0.602
C: -2.68507 3.22015 3.08694  -0.788
C: -2.27378 2.33692 2.12764  0.685
C: -2.46243 2.60767 0.76279  -0.098
N: -2.02212 1.70796 -0.19919  0.605
H: -0.70174 -1.82623 -4.80026  0.423
H: -1.96082 0.10130 -5.72231  0.390
H: -2.66771 1.90658 -4.22264  0.403
H: -0.23881 -1.96774 -2.40953  -0.247
H: -3.11513 3.34285 -2.93571  0.404
H: -3.83376 4.98696 -1.24921  0.428
H: -4.03155 5.61947 1.11476  0.433
H: -3.64155 5.11391 3.50474  0.406
H: -2.51557 2.99113 4.13167  0.458
H: -1.80579 1.41315 2.39442  -0.326
C: 3.84476 -2.42897 -0.32491  -1.039
Si: 2.03084 -2.47204 -0.79647  0.389
C: 1.94940 -3.08691 -2.57343  -1.321
C: 1.17194 -3.77398 0.26702  -0.546
Si: 1.18332 -0.31299 -0.30514  0.579
Si: 2.15709 0.11573 1.81194  0.613
C: 2.01332 -1.36417 2.98715  -0.939
C: 3.99322 0.50652 1.82440  -1.279
C: 1.36895 1.64083 2.60291  -1.007
Si: 1.99779 1.35059 -1.77634  0.456
C: 1.32703 3.02805 -1.24490  -0.908
C: 1.62111 1.11873 -3.59345  -0.905
C: 3.87109 1.40997 -1.66168  -1.184
H: 4.28434 -3.40298 -0.55807  0.475
H: 3.98973 -2.24844 0.74140  0.208
H: 4.40126 -1.67069 -0.87777  0.216
H: 2.69122 -3.88216 -2.68690  0.458
H: 2.17732 -2.30972 -3.30477  0.255
H: 0.98007 -3.51859 -2.82605  0.381
H: 1.35212 -4.77273 -0.13862  0.479
H: 0.09212 -3.61402 0.28516  -0.159
H: 1.53142 -3.75721 1.29854  0.358
H: 2.88771 -2.00661 2.84555  0.450
H: 1.12930 -1.97580 2.80229  -0.060
H: 2.01364 -1.05803 4.03582  0.456
H: 4.60304 -0.24261 1.31875  0.373
H: 4.29751 0.52708 2.87569  0.405
H: 4.23182 1.48152 1.40080  0.358
H: 0.31977 1.73902 2.34260  -0.058
H: 1.86186 2.54083 2.22424  0.419
H: 1.47097 1.66321 3.69151  0.420
H: 0.28287 2.96938 -0.93687  0.077
H: 1.39324 3.74206 -2.06966  0.420
H: 1.89481 3.43696 -0.40498  0.370
H: 0.56301 1.24177 -3.81296  0.198
H: 1.92791 0.13130 -3.94471  0.208
H: 2.17326 1.86392 -4.17246  0.514
H: 4.23650 1.72482 -0.68584  0.292
H: 4.23116 2.13342 -2.39874  0.442
H: 4.32741 0.44741 -1.90125  0.257

Force components x, y, z for each atom (eV/Å):
-0.807 0.266 0.001
0.035 0.021 0.054
0.040 -0.082 0.024
0.060 -0.007 -0.131
-0.070 -0.012 0.289
0.009 -0.064 -0.299
0.113 0.206 0.188
0.023 -0.545 -0.062
-0.018 0.138 0.149
-0.038 0.003 -0.029
-0.081 -0.001 -0.020
0.025 -0.020 -0.019
-0.011 0.031 0.000
-0.059 -0.008 0.036
0.029 0.002 -0.077
0.012 -0.001 -0.005
0.015 0.008 0.011
0.044 -0.017 -0.074
0.058 0.039 0.037
0.047 -0.062 -0.025
-0.064 0.098 0.168
0.156 -0.070 -0.238
-0.062 0.024 0.045
-0.037 -0.008 -0.086
0.061 -0.040 0.089
-0.032 0.049 -0.054
0.015 0.103 0.032
0.020 -0.048 -0.046
0.010 -0.041 0.037
-0.011 0.048 0.032
0.019 0.080 -0.048
0.057 -0.104 -0.098
0.160 0.249 0.111
-0.017 -0.011 0.012
-0.017 -0.007 0.002
-0.020 -0.011 0.005
-0.023 -0.052 -0.018
-0.013 0.005 0.005
0.004 0.000 0.005
-0.004 0.000 0.007
0.009 0.008 -0.003
-0.023 -0.013 -0.003
0.049 -0.106 0.019
0.062 -0.078 0.040
-0.010 -0.112 0.086
0.007 0.047 -0.040
-0.066 -0.002 0.086
0.063 0.067 -0.097
0.108 0.168 0.445
-0.021 -0.184 -0.196
0.141 -0.030 -0.085
0.033 0.122 -0.154
0.144 0.221 -0.089
-0.026 -0.016 0.110
-0.065 -0.171 -0.015
0.062 -0.037 0.027
0.028 0.013 -0.001
-0.011 -0.017 -0.052
0.002 0.004 0.008
0.020 0.016 0.014
-0.006 0.002 -0.008
0.002 -0.013 -0.019
0.051 0.003 0.006
0.166 -0.104 -0.043
0.017 0.024 -0.037
-0.049 -0.013 -0.005
-0.025 -0.009 0.074
-0.021 0.092 -0.030
0.014 0.059 0.012
0.018 -0.003 0.002
-0.046 0.006 0.004
-0.171 0.082 0.016
-0.002 -0.040 -0.039
0.028 -0.095 -0.014
-0.070 0.029 -0.007
0.031 -0.017 -0.004
-0.015 -0.037 -0.001
-0.073 -0.024 -0.036
-0.020 0.008 -0.031
0.030 0.021 0.063
-0.003 -0.028 -0.005
-0.001 -0.004 -0.001
0.015 0.005 -0.008


ORCA calculation (ωB97M-V/def2-TZVPD) on a structure of composition C14H26IInOP2Te at a distorted geometry.

The gap between HOMO and LUMO (spin up / spin down) comes out at 5.060 / 5.060 eV. As for the total charge: +2. The total energy comes out at -56115.750 eV. The LUMO energy (spin up / spin down) is -7.75 / -7.75 eV. Its energy above the lowest of the compared OMol25 structures with the same formula, charge and spin is 37.4 kcal/mol.

Last column: Mulliken charge in e.
CARTESIAN COORDINATES (ANGSTROEM)
C: 1.11109 -3.64544 -1.75219  -0.866
I: 0.41319 -1.57149 -2.39040  0.259
H: 0.53920 -4.03242 -0.91405  0.368
H: 2.17731 -3.56555 -1.55555  0.312
H: 0.93709 -4.20035 -2.70089  0.378
In: 0.31164 -0.15814 -0.07034  0.825
P: 2.03565 -0.52605 1.76400  0.542
C: 3.61927 -0.11253 0.98309  -1.256
C: 1.95949 0.37551 3.33384  -1.054
H: 2.73975 -0.00775 4.01764  0.425
H: 3.00321 -2.38563 2.94277  0.445
H: 0.96235 0.25459 3.79093  0.350
H: 1.25715 -2.62617 2.66578  0.387
H: 3.64484 0.94257 0.69146  0.360
H: 2.12360 1.45445 3.16600  0.358
C: 2.19141 -2.27653 2.22138  -1.195
H: 4.42956 -0.31766 1.69079  0.441
H: 2.40771 -2.88548 1.33953  0.326
H: 3.76494 -0.72249 0.08540  0.355
P: -2.18294 0.30036 -1.42343  0.410
C: -1.75598 0.87849 -3.11178  -1.154
C: -3.03404 -1.28055 -1.80634  -1.147
H: -3.73355 1.23723 0.15649  0.205
H: -4.47011 1.15382 -1.47978  0.500
H: -3.26950 2.43677 -1.07931  0.419
C: -3.55574 1.38889 -0.92076  -1.077
H: -3.30324 -1.77510 -0.86758  0.344
H: -3.94161 -1.08774 -2.39202  0.402
H: -2.66759 0.93955 -3.72264  0.367
H: -1.04964 0.18901 -3.60219  0.347
H: -2.38146 -1.95581 -2.37275  0.340
H: -1.27819 1.86325 -3.05185  0.288
C: 1.63875 1.87873 -1.55055  0.248
O: 2.30923 1.98099 -2.47078  -0.161
Te: -1.49775 0.98449 1.80231  -0.034
C: -1.43957 3.10713 1.54145  0.406
C: -0.31752 3.91473 1.28182  -0.133
C: -0.44873 5.31236 1.21887  -0.594
C: -1.70822 5.92067 1.35085  -0.418
C: -2.83889 5.11597 1.58821  -0.663
C: -2.69821 3.71238 1.65829  -0.496
H: 0.67022 3.45131 1.15352  0.322
H: 0.41721 5.98084 1.13659  0.360
H: -1.83252 7.00545 1.31633  0.395
H: -3.81892 5.56723 1.78948  0.376
H: -3.56828 3.08806 1.82639  0.391

Force components x, y, z for each atom (eV/Å):
0.145 0.179 -1.352
1.273 -2.273 0.018
-0.221 0.378 -0.123
-0.136 0.154 0.009
0.039 0.364 0.835
-2.150 1.881 1.484
1.401 -0.679 0.044
0.214 0.023 0.128
-0.447 0.488 0.130
-0.263 0.052 -0.435
-0.046 -0.032 -0.007
0.444 0.024 -0.183
0.097 -0.014 0.066
0.046 -0.126 0.131
-0.097 -0.443 0.038
-0.224 -0.023 -0.139
0.003 0.118 -0.176
0.025 0.073 0.090
0.000 0.035 0.141
-0.116 -0.198 -1.474
-0.252 0.128 -0.216
0.008 -0.138 0.183
-0.085 0.094 -0.598
0.291 0.053 -0.029
-0.096 -0.231 0.061
0.020 0.168 0.430
-0.115 0.010 -0.146
0.181 -0.039 0.157
0.337 0.079 -0.023
-0.448 0.376 0.011
-0.324 0.213 0.139
-0.180 -0.101 -0.093
1.776 -0.231 -2.429
-1.827 0.011 2.502
0.932 0.152 1.046
-0.244 0.604 -0.723
0.089 -0.100 0.151
-0.387 0.180 0.127
-0.409 -0.770 0.311
0.508 -0.383 0.125
0.211 0.671 0.030
-0.370 0.280 0.179
-0.221 -0.572 -0.198
0.219 -0.384 0.001
0.460 -0.210 -0.305
-0.065 0.161 0.080


no.,M (g mol⁻¹)
1,155.0
2,687.1
3,641.6